1.
DFT (wB97M-V/def2-TZVPD) results for 6 unconnected molecules or ions with the total composition C29H20F48N2O8S at a distorted geometry.

Geometry as XYZ:
```
108
Properties=species:S:1:pos:R:3
O 4.26401 -8.15434 0.58116
C 3.92187 -7.26439 1.37697
N 3.47572 -6.33472 2.20408
N 3.63657 -5.04125 1.75054
C 2.53813 -4.52132 0.92325
F 2.28593 -5.22789 -0.30394
F 2.82110 -3.15099 0.51783
C 1.11919 -4.41170 1.74610
F 1.28197 -4.58632 3.16062
F 0.60084 -3.06123 1.58378
C -0.02928 -5.39124 1.18330
F -1.13218 -5.30507 2.12808
F 0.32287 -6.76997 1.12940
F -0.55973 -4.87445 -0.05182
S 5.21582 -4.62792 1.21220
O 5.31388 -4.90774 -0.28499
O 6.33332 -5.30470 1.99984
F 5.56897 -2.96079 1.35100
C 4.61972 0.98136 3.22169
C 4.73483 2.10329 4.27253
C 5.91195 1.98445 5.23967
F 5.85549 0.86464 5.98764
F 5.91271 3.02488 6.11356
F 3.55957 2.20631 4.94081
F 4.87667 3.27704 3.58634
O 3.69595 -0.07624 3.50870
C 4.17196 -1.13728 4.31530
C 3.42500 -1.24925 5.64916
F 3.53733 -0.11769 6.38012
F 3.93086 -2.25438 6.40456
F 5.50658 -1.02288 4.46840
F 3.97660 -2.26725 3.59207
H 4.21204 1.45024 2.32046
H 5.59584 0.59633 2.91229
H 6.86610 1.99991 4.70565
H 2.36087 -1.44014 5.48524
C -2.90066 0.85602 -1.59898
C -2.01847 1.48217 -0.50096
C -0.65465 1.99414 -0.96106
F 0.12322 1.01445 -1.46111
F 0.03022 2.52438 0.08861
F -1.89124 0.60042 0.52151
F -2.71249 2.54514 0.00867
O -2.89203 -0.57440 -1.68643
C -1.85070 -1.15932 -2.44597
C -0.92234 -2.03570 -1.59834
F -0.33861 -1.32762 -0.60504
F 0.08066 -2.55179 -2.35007
F -1.19066 -0.19750 -3.12323
F -2.46058 -1.92330 -3.38452
H -3.93434 1.09896 -1.33463
H -2.75088 1.32595 -2.57546
H -0.75933 2.77666 -1.71717
H -1.47396 -2.86235 -1.14281
C -5.94714 4.90765 -0.67530
C -5.75155 3.90486 -1.82951
C -6.71286 4.06140 -3.00687
F -7.99934 3.87932 -2.65126
F -6.44710 3.13051 -3.96079
F -5.78622 2.64368 -1.33156
F -4.47985 4.08382 -2.30135
O -6.69766 4.44824 0.45509
C -8.10700 4.55675 0.37112
C -8.80775 3.19384 0.40420
F -8.41049 2.40375 -0.61913
F -10.15012 3.33670 0.28917
F -8.43991 5.29240 -0.70934
F -8.48671 5.28520 1.44786
H -4.94921 5.10065 -0.26854
H -6.29416 5.88460 -1.02454
H -6.61464 5.04727 -3.46970
H -8.59360 2.66795 1.33856
C 0.42012 -5.72139 -5.03796
C 1.45078 -6.15587 -6.09878
C 1.34053 -7.60443 -6.57273
F 1.53092 -8.49061 -5.57541
F 2.29326 -7.87092 -7.50423
F 2.69772 -5.88292 -5.64246
F 1.26704 -5.34696 -7.18583
O 0.85905 -5.72882 -3.67399
C 0.77179 -6.96079 -2.98257
C 2.14215 -7.49836 -2.55396
F 2.95351 -7.69921 -3.61647
F 2.01863 -8.69314 -1.92490
F 0.06908 -7.84367 -3.72153
F 0.01752 -6.71412 -1.88300
H 0.20308 -4.66751 -5.23930
H -0.54249 -6.22701 -5.15848
H 0.36651 -7.79803 -7.03062
H 2.64067 -6.80025 -1.87725
C -1.05047 7.79304 1.00923
C -0.21476 8.43524 2.13425
C 1.13841 9.00436 1.70961
F 1.96249 8.06155 1.21191
F 1.78056 9.54393 2.77836
F -0.07617 7.54438 3.14624
F -0.95804 9.46399 2.64331
O -0.99058 6.36558 0.89822
C 0.08488 5.82936 0.14969
C 1.02745 4.96956 1.00115
F 1.56794 5.68017 2.01733
F 2.06110 4.50172 0.25962
F 0.72384 6.82481 -0.49845
F -0.48189 5.06242 -0.81444
H -2.09764 7.99464 1.25629
H -0.89781 8.28314 0.04312
H 1.01893 9.79357 0.96208
H 0.49732 4.11762 1.43159
```

Computed properties:
Structure (SMILES): O=C=NN(C(F)(F)C(F)(F)C(F)(F)F)S(=O)(=O)F.FC(F)C(F)(F)COC(F)(F)C(F)F.FC(F)C(F)(F)COC(F)(F)C(F)F.FC(F)C(F)(F)COC(F)(F)C(F)F.FC(F)C(F)(F)COC(F)(F)C(F)F.FC(F)C(F)(F)COC(F)(F)C(F)F
2S+1: 1
Total charge: 0
Calculated total energy (hartree): -7020.04671
Max |F| (hartree/bohr): 0.1645

Results of the Löwdin charge analysis, in e, for atoms 1 through 2: O 0.194; C -0.086

***

2.
DFT (wB97M-V/def2-TZVPD) results for a molecular structure, C29H21BrF5GeNV at a distorted geometry.

Geometry as XYZ:
```
59
Properties=species:S:1:pos:R:3
V 2.52954 -1.11314 -0.47415
C 2.29872 -2.29710 5.01555
C 2.93476 -1.71695 3.81349
C 4.13883 -1.03051 3.86228
C 4.79844 -0.50089 2.71725
C 4.06880 -0.60109 1.59656
Br 4.74965 0.11037 -0.09763
N 2.90158 -1.25822 1.50801
C 2.36019 -1.87980 2.57229
H 2.11235 -3.36762 4.91155
H 1.34347 -1.80149 5.23187
H 2.95716 -2.19857 5.88428
H 4.60911 -0.88427 4.83181
H 5.72182 0.06907 2.83384
H 1.45311 -2.41740 2.39844
F 1.90158 -0.04634 -3.04526
C 1.55652 0.96185 -2.25172
C 1.37268 0.63610 -0.90145
C 1.39028 1.80592 -0.10100
F 1.68726 1.62920 1.21333
C 1.07156 3.07527 -0.58319
F 1.13570 4.11969 0.20059
C 0.87454 3.21388 -1.95835
F 0.46079 4.31712 -2.53565
C 1.27764 2.16247 -2.78242
F 1.36630 2.39591 -4.06561
C 0.53980 -2.61457 -0.77753
Ge -0.28200 -0.71353 -0.67809
C -0.95853 -0.47524 1.12554
C -1.24933 -1.64509 1.82746
C -1.95566 -1.56041 3.02590
C -2.20452 -0.30800 3.59900
C -1.76166 0.82939 2.96113
C -1.24262 0.77576 1.69191
C -1.21511 -0.24937 -2.31719
C -0.90601 -1.03887 -3.37225
C -1.60430 -1.00970 -4.62162
C -2.63047 -0.11371 -4.78612
C -2.97890 0.76276 -3.70143
C -4.10543 1.66408 -3.79674
C -4.41922 2.50278 -2.75733
C -3.57290 2.53757 -1.62554
C -2.60358 1.60553 -1.43484
C -2.28155 0.70309 -2.48216
H -0.30635 -3.29062 -0.78910
H 1.06511 -2.86317 0.10530
H 1.15191 -2.91060 -1.66933
H -1.12922 -2.60320 1.36618
H -2.23192 -2.49204 3.48761
H -2.78847 -0.25234 4.52891
H -2.00512 1.78205 3.40835
H -1.08853 1.67256 1.19516
H -0.20103 -1.82257 -3.27855
H -1.26273 -1.67337 -5.37400
H -3.13295 -0.14897 -5.71818
H -4.63359 1.64502 -4.73640
H -5.23820 3.18964 -2.88771
H -3.84986 3.13066 -0.77509
H -1.98941 1.60097 -0.53799
```

Computed properties:
2S+1: 4
Total charge: +2
Calculated total energy (hartree): -7266.06594
Max |F| (hartree/bohr): 0.0450

Results of the natural (NBO) charge analysis, in e, for atoms 1 through 2: V 1.160; C -0.650

***

3.
DFT (wB97M-V/def2-TZVPD) results for a molecular structure, C29H21BrIrN6O4 at a distorted geometry.

Geometry as XYZ:
```
62
Properties=species:S:1:pos:R:3
Ir 10.85592 13.22389 13.21239
O 12.96390 16.53481 15.18540
C 12.42734 15.42758 14.73726
O 11.95551 15.33717 13.62340
C 12.48790 14.32677 15.74584
C 13.03188 14.44632 17.00186
C 13.01654 13.32196 17.78033
C 12.58458 12.10060 17.29405
C 12.09340 12.09522 15.99309
N 11.97260 13.20071 15.27748
C 11.70522 10.84090 15.25976
O 11.46407 9.73207 15.91944
O 11.61635 10.82812 14.05648
H 12.76597 17.22352 14.54353
H 13.40773 15.40814 17.31569
H 13.36363 13.39000 18.82002
H 12.70715 11.23171 17.89441
H 11.32283 9.88436 16.89766
Br 17.56192 10.41962 11.61020
C 15.96743 11.35926 11.50303
C 14.80200 10.71852 11.91166
C 13.62287 11.41050 11.86851
C 13.59222 12.77234 11.45488
C 14.83386 13.43372 11.18131
C 15.98216 12.75061 11.18835
N 12.38545 13.38340 11.46552
C 12.13222 14.29583 10.57838
C 10.94042 15.08658 10.65969
C 10.65928 16.06711 9.70871
C 9.45930 16.84226 9.82840
C 8.62963 16.52605 10.87102
C 8.98276 15.54731 11.77744
N 10.09545 14.83793 11.69368
H 14.82968 9.68997 12.19965
H 12.70992 10.91142 12.16427
H 14.88007 14.50186 11.05030
H 16.92224 13.25895 10.95828
H 12.84598 14.55879 9.79176
H 11.32728 16.26636 8.86726
H 9.16541 17.56872 9.11167
H 7.64957 17.02722 10.94675
H 8.32281 15.27918 12.58157
N 7.50041 5.93645 6.21328
C 7.74510 6.75592 6.98227
C 7.97511 7.76490 7.99508
C 9.16907 7.80813 8.69131
C 9.38811 8.73152 9.69956
C 8.35740 9.59581 10.04464
C 7.15130 9.57931 9.34582
C 6.96532 8.68707 8.28887
N 8.52078 10.45238 11.16411
C 7.59127 10.65052 12.17907
C 8.11019 11.62545 12.97724
N 9.35702 11.92721 12.52632
C 9.55834 11.22319 11.39904
H 9.90828 7.05250 8.49609
H 10.27779 8.64528 10.27701
H 6.33966 10.27201 9.58349
H 6.05352 8.68429 7.68517
H 6.66805 10.13548 12.20383
H 7.67810 12.13820 13.81485
H 10.44755 11.30517 10.77073
```

Computed properties:
2S+1: 5
Total charge: +3
Calculated total energy (hartree): -4424.54332
Max |F| (hartree/bohr): 0.0439

Results of the natural (NBO) charge analysis, in e, for atoms 1 through 2: Ir 1.275; O -0.606

***

4.
DFT (wB97M-V/def2-TZVPD) results for a molecular structure, C29H21Cl2EuF3N4S2 at a distorted geometry.

Geometry as XYZ:
```
62
Properties=species:S:1:pos:R:3
Eu 0.42784 -0.04972 -0.05462
C 1.75995 2.36955 -2.07627
C 0.28212 2.45465 -2.33134
C -0.23776 3.38471 -3.22023
C -1.60460 3.43500 -3.40587
C -2.42021 2.58951 -2.67197
C -1.84547 1.69035 -1.78875
N -0.50725 1.60856 -1.65853
C -2.67767 0.83257 -0.89678
C -4.06982 0.90255 -0.91057
C -4.79461 0.12288 -0.01950
C -4.13277 -0.69464 0.86602
C -2.72581 -0.72906 0.84179
N -2.03517 0.03040 -0.04827
C -1.97200 -1.57270 1.73697
C -2.59969 -2.39825 2.71803
C -1.83369 -3.24011 3.48138
C -0.45412 -3.29070 3.26564
C 0.12180 -2.43871 2.30196
C 1.59515 -2.47054 2.03538
N -0.60562 -1.58941 1.59313
H 2.23607 3.33102 -2.25768
H 2.22242 1.64076 -2.74286
H 1.96165 2.09111 -1.03773
H 0.42336 4.05715 -3.74899
H -2.04181 4.14271 -4.09774
H -3.49049 2.65182 -2.78768
H -4.59661 1.54730 -1.59506
H -5.87512 0.16210 -0.01918
H -4.69907 -1.29664 1.55769
H -3.66748 -2.37404 2.86655
H -2.29754 -3.86904 4.22872
H 0.17296 -3.97225 3.82215
H 2.00202 -3.46014 2.23631
H 2.11270 -1.76011 2.68146
H 1.80123 -2.23610 0.98690
F 0.65890 1.93473 5.86941
C 0.68735 2.64315 4.71858
F -0.57667 2.83470 4.34904
F 1.21051 3.84763 5.01467
C 1.57052 1.92513 3.72396
C 2.85146 1.62531 4.18416
C 3.73696 0.92777 3.35480
C 3.29971 0.51604 2.11638
N 2.06376 0.78722 1.64292
C 1.20725 1.54894 2.41620
S -0.26035 1.99409 1.65296
H 3.15089 1.93344 5.17633
H 4.74034 0.69805 3.68409
H 3.94713 -0.06021 1.46493
Cl 2.67277 -0.91618 -1.60931
C 1.92503 -1.57677 -3.05820
C 2.65639 -1.52287 -4.22862
C 2.08774 -2.01650 -5.38817
C 0.80441 -2.53792 -5.35740
C 0.09278 -2.57929 -4.17057
Cl -1.50797 -3.22310 -4.19671
C 0.63734 -2.11180 -2.95706
S -0.23287 -2.25455 -1.44768
H 3.65431 -1.10395 -4.23175
H 2.64352 -1.99443 -6.31538
H 0.34387 -2.92119 -6.25803
```

Computed properties:
2S+1: 7
Total charge: +1
Calculated total energy (hartree): -4063.39305
Max |F| (hartree/bohr): 0.0535

Results of the natural (NBO) charge analysis, in e, for atoms 1 through 2: Eu 1.375; C -0.648